{
  "formula": "C3H6N2OS2",
  "method": "wB97M-V/def2-TZVPD",
  "smiles": "S=C1NOCCSN1",
  "e_tot_ev": -29902.444,
  "homo_lumo_gap_ev": 8.49,
  "spin_multiplicity": 1,
  "symbols": ["C", "C", "C", "H", "H", "H", "H", "H", "H", "N", "N", "O", "S", "S"],
  "positions_angstrom": [[1.598, -0.888, 0.017], [-0.918, 1.059, 0.617], [-1.549, 0.128, -0.432], [2.311, 0.425, 1.335], [-0.765, 0.629, 1.651], [-1.484, 2.064, 0.815], [-1.412, 0.608, -1.469], [-2.568, -0.150, -0.401], [0.176, -1.806, -1.710], [1.704, 0.363, 0.550], [0.318, -1.112, -0.721], [-0.882, -1.088, -0.156], [2.830, -1.930, -0.270], [0.642, 1.697, 0.172]],
  "lowdin_charge": [-0.9168, -0.5128, -0.2474, 0.0752, 0.1014, 0.1037, 0.1412, 0.1013, 0.2480, -0.3141, -0.1279, -0.1832, 0.6169, 0.9145]
}